{
  "formula": "C3H12NO",
  "method": "ωB97M-V with the def2-TZVPD basis set",
  "species": ["O", "N", "C", "C", "C", "H", "H", "H", "H", "H", "H", "H", "H", "H", "H", "H", "H"],
  "xyz": [[2.07140, -0.16406, -2.22073], [0.46558, 0.69369, 0.09568], [-1.42467, -0.91107, -0.17350], [-0.44104, -0.27349, 0.80779], [-1.15117, 0.46572, 1.97454], [0.23616, -1.10882, 1.24384], [-1.71449, 1.36172, 1.65017], [-1.03042, -1.85755, -0.64177], [3.06288, -0.21281, -2.20925], [-0.00485, 1.40355, -0.41411], [1.07287, 0.31274, -0.61986], [-2.23741, -1.27410, 0.23694], [-0.50890, 1.03643, 2.77769], [-1.84334, -0.21533, -0.92025], [-1.73190, -0.27031, 2.55782], [0.94969, 1.26043, 0.84381], [2.02077, 0.33382, -3.06188]],
  "charge": 1,
  "lumo_energy_ev": -3.3
}

=====

{
  "formula": "C3H7OS",
  "method": "ωB97M-V with the def2-TZVPD basis set",
  "species": ["S", "O", "C", "C", "C", "H", "H", "H", "H", "H", "H", "H"],
  "xyz": [[0.11505, 2.10078, -2.60124], [0.79975, 1.53462, 0.17848], [0.14609, -0.55306, 1.13515], [-0.53587, -1.87631, 0.85098], [0.00744, 0.46922, 0.27132], [0.64391, 1.89704, -0.83316], [-0.84493, 0.46949, -0.41239], [0.83240, -0.47050, 1.97098], [0.94703, 3.10989, -2.94136], [-0.93986, -1.87514, -0.16050], [-1.33248, -2.09465, 1.57575], [0.16145, -2.71139, 0.96599]],
  "charge": -1,
  "lumo_energy_ev": 4.1
}